(1)
Below is an isolated molecule of C18H18F2N4O3, with properties calculated with ωB97M-V/def2-TZVPD.

Each line ends with the Mulliken charge.
Positions of all 45 atoms, in Å:
C: -2.545 -2.225 -4.533  -1.138
C: -3.029 -1.814 -3.188  0.392
N: -3.821 -2.594 -2.475  -1.032
N: -4.078 -1.928 -1.347  0.365
C: -3.474 -0.719 -1.306  -0.188
C: -2.775 -0.606 -2.495  1.378
C: -1.928 0.542 -2.939  -1.640
N: -0.639 0.572 -2.254  0.128
C: -0.435 1.512 -1.317  0.704
O: -1.289 2.334 -1.010  -0.714
C: 0.872 1.576 -0.606  0.588
N: 2.038 1.171 -1.047  -0.648
O: 2.964 1.505 -0.123  -0.177
C: 2.362 2.134 0.904  0.398
C: 1.024 2.213 0.656  -0.376
H: 0.252 2.650 1.251  0.510
C: 3.201 2.588 2.056  -0.981
O: 2.705 2.138 3.299  -0.441
C: 2.751 0.810 3.590  0.465
C: 2.209 0.455 4.826  -0.483
C: 2.212 -0.863 5.228  0.322
C: 2.751 -1.848 4.408  0.302
C: 3.288 -1.499 3.185  -0.689
C: 3.291 -0.178 2.771  -0.375
H: 3.720 0.056 1.811  0.470
H: 3.704 -2.271 2.557  0.412
F: 2.753 -3.136 4.797  -0.306
F: 1.687 -1.186 6.420  -0.311
H: 1.792 1.216 5.464  0.457
H: 3.167 3.680 2.129  0.405
H: 4.240 2.273 1.897  0.415
C: 0.271 -0.477 -2.635  -0.867
H: -0.206 -1.447 -2.469  0.262
H: 0.513 -0.383 -3.696  0.265
H: 1.191 -0.414 -2.065  0.470
H: -2.428 1.488 -2.721  0.504
H: -1.740 0.470 -4.014  0.446
C: -3.624 0.207 -0.157  -1.371
H: -3.074 1.125 -0.341  0.287
H: -4.675 0.451 0.000  0.375
H: -3.243 -0.251 0.756  0.321
H: -4.675 -2.338 -0.648  0.191
H: -1.459 -2.314 -4.548  0.218
H: -2.981 -3.186 -4.786  0.364
H: -2.839 -1.492 -5.283  0.323

Computed properties:
- Orbital gap: 9.5 eV
- Relative energy (zero: lowest compared OMol25 entry of this formula, charge and spin): 0.2366 eV
- 2S+1: 1

(2)
Below is a structure of composition C55H77N6O3ReSSi, with properties calculated with ωB97M-V/def2-TZVPD.

Each line ends with the Löwdin spin population.
Positions of all 144 atoms, in Å:
Re: 0.611 -0.717 -0.907  2.337
C: 0.777 -5.186 -5.384  0.001
C: -0.151 -3.972 -5.495  0.002
C: 0.315 -2.825 -4.658  0.011
C: 1.000 -1.719 -5.054  0.001
C: 1.475 -1.355 -6.425  0.000
C: 2.926 -1.779 -6.672  0.000
C: 1.297 -0.956 -3.862  0.019
C: 2.067 0.208 -3.830  0.001
C: 2.599 0.767 -2.681  0.023
C: 3.679 1.728 -2.636  -0.007
C: 4.312 2.341 -3.845  -0.001
C: 5.315 1.409 -4.531  -0.001
C: 4.045 1.853 -1.332  0.016
C: 3.177 1.009 -0.545  -0.007
C: 3.293 0.722 0.773  0.029
C: 2.416 -0.092 1.517  -0.005
N: 1.152 -0.454 1.034  0.024
C: 0.517 -1.062 2.087  0.068
C: -0.899 -1.486 1.962  0.011
C: -1.052 -2.526 0.909  0.036
N: -0.498 -2.347 -0.329  0.049
C: -0.832 -3.476 -1.073  0.004
C: -0.544 -3.610 -2.446  -0.009
C: 0.146 -2.744 -3.225  0.005
N: 0.784 -1.581 -2.766  0.044
C: -1.595 -4.339 -0.286  0.043
C: -1.726 -3.733 0.981  0.016
C: -2.498 -4.250 2.156  0.001
C: -3.901 -3.644 2.241  0.001
C: -2.135 -5.676 -0.683  0.006
C: -1.181 -6.815 -0.314  0.004
C: 1.370 -1.229 3.163  0.001
C: 2.568 -0.549 2.825  0.064
C: 3.806 -0.308 3.643  0.010
C: 3.619 -0.266 5.157  0.001
C: 1.106 -2.200 4.290  -0.002
C: 0.388 -1.688 5.534  -0.001
N: 2.249 0.398 -1.403  0.067
C: 5.176 2.646 -0.762  0.003
C: 6.455 1.816 -0.615  0.002
H: 0.420 -6.004 -6.010  0.000
H: 0.834 -5.544 -4.355  0.000
H: 1.789 -4.931 -5.700  0.000
H: -1.165 -4.253 -5.200  0.000
H: -0.214 -3.654 -6.537  0.000
H: 1.375 -0.276 -6.574  0.000
H: 0.826 -1.820 -7.168  0.000
H: 3.595 -1.335 -5.932  0.000
H: 3.262 -1.473 -7.662  0.000
H: 3.029 -2.862 -6.597  0.000
H: 2.425 0.588 -4.776  0.000
H: 4.817 3.264 -3.553  0.000
H: 3.536 2.634 -4.558  0.000
H: 6.127 1.146 -3.853  0.000
H: 5.748 1.883 -5.412  0.000
H: 4.840 0.479 -4.847  0.000
H: 4.130 1.159 1.304  0.002
H: -1.226 -1.900 2.913  0.000
H: -0.959 -4.481 -2.939  0.000
H: -1.952 -4.046 3.081  0.000
H: -2.571 -5.338 2.089  0.000
H: -3.853 -2.556 2.308  0.000
H: -4.441 -4.017 3.113  0.000
H: -4.483 -3.894 1.351  0.000
H: -2.333 -5.699 -1.757  0.000
H: -3.101 -5.832 -0.197  0.001
H: -0.228 -6.703 -0.833  0.000
H: -1.604 -7.784 -0.579  0.000
H: -0.972 -6.817 0.757  0.000
H: 4.222 0.655 3.335  0.001
H: 4.566 -1.052 3.384  0.004
H: 2.826 0.431 5.433  0.000
H: 4.538 0.074 5.633  0.000
H: 3.379 -1.241 5.577  0.000
H: 2.055 -2.650 4.581  0.000
H: 0.525 -3.027 3.872  0.000
H: -0.563 -1.221 5.280  0.000
H: 0.985 -0.956 6.076  0.000
H: 0.183 -2.516 6.214  0.000
H: 4.884 3.047 0.212  0.000
H: 5.369 3.509 -1.402  0.000
H: 6.282 0.937 0.008  0.000
H: 7.249 2.407 -0.158  0.000
H: 6.809 1.468 -1.586  0.000
C: -0.644 4.816 1.274  0.000
C: 0.273 3.662 0.887  0.000
C: 0.763 3.852 -0.541  0.000
C: 1.462 3.581 1.835  0.001
O: -0.456 2.402 0.883  0.003
Si: -1.484 1.868 2.043  0.002
S: -2.114 -0.128 1.558  0.025
O: -2.897 2.669 2.092  0.001
C: -4.088 2.846 1.309  0.000
C: -3.792 2.602 -0.163  0.000
C: -4.538 4.281 1.541  0.000
C: -5.141 1.870 1.816  0.000
O: -0.755 2.092 3.466  0.000
C: -1.256 2.301 4.805  0.000
C: -1.720 3.747 4.925  0.000
C: -2.404 1.345 5.091  0.000
C: -0.067 2.044 5.716  0.000
H: -0.095 5.757 1.207  0.000
H: -1.012 4.707 2.294  0.000
H: -1.501 4.869 0.600  0.000
H: 1.373 4.754 -0.617  0.000
H: -0.087 3.961 -1.219  0.000
H: 1.375 3.000 -0.846  0.000
H: 2.053 4.497 1.757  0.000
H: 2.095 2.734 1.570  0.000
H: 1.134 3.459 2.864  0.000
H: -2.969 3.240 -0.497  0.000
H: -4.674 2.821 -0.768  0.000
H: -3.520 1.558 -0.329  0.000
H: -3.791 4.985 1.174  0.000
H: -4.684 4.457 2.607  0.000
H: -5.480 4.473 1.026  0.000
H: -4.806 0.840 1.690  0.000
H: -6.075 2.003 1.268  0.000
H: -5.336 2.046 2.875  0.000
H: -2.534 3.941 4.226  0.000
H: -0.895 4.429 4.707  0.000
H: -2.074 3.950 5.937  0.000
H: -3.258 1.565 4.449  0.000
H: -2.719 1.438 6.131  0.000
H: -2.100 0.313 4.913  0.000
H: 0.728 2.762 5.505  0.000
H: 0.320 1.042 5.542  0.000
H: -0.353 2.140 6.764  0.000
N: -1.760 1.885 -3.108  0.013
C: -0.688 1.439 -2.448  0.030
N: -0.939 0.308 -1.816  0.032
C: -2.285 -0.007 -2.070  0.007
C: -3.107 -1.040 -1.625  0.001
C: -4.419 -1.029 -2.052  0.001
C: -4.920 -0.028 -2.899  0.001
C: -4.118 1.004 -3.337  0.001
C: -2.799 0.989 -2.900  0.002
H: -1.793 2.734 -3.646  0.000
H: 0.267 1.936 -2.455  0.001
H: -2.752 -1.810 -0.959  0.000
H: -5.083 -1.814 -1.718  0.000
H: -5.956 -0.063 -3.206  0.000
H: -4.496 1.790 -3.977  0.000

Computed properties:
- Orbital gap (spin up / spin down): 5.5 / 5.2 eV
- Total charge: +1
- Relative energy (zero: lowest compared OMol25 entry of this formula, charge and spin): 0.0000 eV
- <S²>: 3.80
- 2S+1: 4

(3)
Below is a cluster of 5 separate species, C5H19NO6 in total, with properties calculated with ωB97M-V/def2-TZVPD.

Each line ends with the Mulliken charge.
Positions of all 31 atoms, in Å:
C: -0.002 -1.326 -2.642  -1.591
C: 0.337 -0.567 -1.349  0.762
C: -0.628 -0.980 -0.246  -0.424
C: -2.036 -0.320 -0.492  -0.575
O: -2.883 -0.277 0.624  -0.859
N: 1.759 -0.654 -1.046  -0.566
C: 2.347 0.697 -0.800  -0.709
O: 1.896 1.277 0.331  -0.978
H: 0.461 -2.311 -2.714  0.339
H: -1.066 -1.431 -2.902  0.338
H: 0.184 -0.662 -3.512  0.350
H: 0.188 0.509 -1.463  0.240
H: -0.217 -0.782 0.756  0.147
H: -0.723 -2.057 -0.039  0.151
H: -2.651 -0.943 -1.176  0.264
H: -1.765 0.640 -0.970  0.385
H: 1.942 -1.054 -0.159  0.367
H: 3.435 0.490 -0.732  0.314
H: 2.171 1.268 -1.733  0.380
H: -2.503 -1.188 1.672  0.386
H: -1.400 -0.880 2.734  0.312
O: -2.101 -1.517 2.615  -0.806
H: -2.045 0.843 1.150  0.481
H: -0.622 0.830 1.661  0.169
O: -1.468 1.259 1.830  -0.893
H: 0.670 2.421 0.156  0.348
H: -0.411 2.621 1.229  0.487
O: 0.167 3.139 0.638  -0.810
H: 1.703 0.409 2.641  0.297
H: 2.690 0.510 1.524  0.444
O: 2.569 0.034 2.414  -0.751

Computed properties:
- Orbital gap: 7.3 eV
- Total charge: -2
- Relative energy (zero: lowest compared OMol25 entry of this formula, charge and spin): 0.4969 eV
- 2S+1: 1

(4)
Below is a cluster of 2 separate species, C9H14O in total, with properties calculated with ωB97M-V/def2-TZVPD.

Each line ends with the Mulliken charge.
Positions of all 24 atoms, in Å:
C: 0.190 0.266 -2.882  -0.671
C: 0.004 -0.117 -4.382  -0.932
H: 1.177 0.618 -2.602  0.275
H: -0.433 1.147 -2.715  0.287
H: -0.174 -0.570 -2.303  0.263
H: -0.661 0.602 -4.856  0.278
H: -0.450 -1.097 -4.443  0.271
H: 0.926 -0.139 -4.946  0.264
C: -1.421 1.363 3.319  -1.428
C: 0.326 -1.671 1.892  -0.426
C: 1.040 -1.130 0.833  0.461
C: -0.492 -0.860 2.660  -0.565
C: -0.563 0.516 2.421  0.634
C: 0.803 0.186 0.444  -0.251
C: 0.054 1.003 1.271  -0.704
O: 1.980 -1.918 0.238  -0.541
H: 0.372 -2.743 2.042  0.388
H: -1.116 -1.271 3.444  0.366
H: 1.330 0.557 -0.422  0.381
H: 2.314 -1.514 -0.563  0.310
H: -1.214 1.246 4.378  0.354
H: -2.458 1.088 3.111  0.310
H: -0.213 2.021 1.006  0.310
H: -1.320 2.416 3.054  0.367

Computed properties:
- Orbital gap: 9.1 eV
- Relative energy (zero: lowest compared OMol25 entry of this formula, charge and spin): 0.4805 eV
- 2S+1: 1

(5)
Below is a cluster of 2 separate species, C6H11NO in total, with properties calculated with ωB97M-V/def2-TZVPD.

Each line ends with the Mulliken charge.
Positions of all 19 atoms, in Å:
C: -1.612 -0.041 0.523  -0.552
C: 2.460 1.579 0.129  -1.185
C: -2.092 1.068 -0.403  -1.074
C: 1.376 -0.710 -0.526  0.433
C: 1.574 0.453 -0.113  0.006
C: -0.584 -1.214 -0.096  0.323
O: 1.953 -1.870 -0.847  -0.514
N: -0.350 -2.289 0.588  -0.859
H: 1.380 -2.558 -0.450  0.367
H: -0.920 -2.400 1.425  0.218
H: -0.917 -1.256 -1.138  0.280
H: -1.289 0.311 1.504  0.343
H: -2.471 -0.694 0.705  0.402
H: 2.427 1.911 1.169  0.289
H: 3.503 1.278 -0.020  0.321
H: 2.312 2.399 -0.576  0.287
H: -2.374 0.673 -1.379  0.312
H: -1.356 1.866 -0.479  0.254
H: -3.020 1.493 -0.016  0.349

Computed properties:
- Orbital gap (spin up / spin down): 8.1 / 8.1 eV
- Relative energy (zero: lowest compared OMol25 entry of this formula, charge and spin): 5.8723 eV
- 2S+1: 1

(6)
Below is a cluster of 4 separate species, C22H38N6OPS in total, with properties calculated with ωB97M-V/def2-TZVPD.

Each line ends with the Mulliken charge.
Positions of all 69 atoms, in Å:
C: 1.580 0.884 2.449  -1.194
C: 1.393 0.793 0.929  -0.023
P: 0.060 -0.440 0.575  0.037
C: 0.798 -1.584 -0.638  -0.532
C: -0.015 -2.867 -0.822  -1.225
N: -1.177 0.511 -0.273  0.354
C: -2.448 0.243 0.191  -0.622
N: -2.930 0.671 1.375  -0.237
N: -3.153 -0.451 -0.676  0.481
C: -4.591 -0.724 -0.507  -0.849
C: -4.933 -1.489 0.785  -0.653
C: -5.879 -2.666 0.525  -0.586
O: -5.215 -3.900 0.312  -0.508
C: -2.678 -0.097 -2.030  -1.057
C: -1.328 0.591 -1.731  0.290
S: -1.526 2.346 -2.234  -0.280
H: 2.555 1.311 2.691  0.394
H: 1.523 -0.104 2.911  0.292
H: 0.806 1.504 2.907  0.345
H: 2.306 0.451 0.435  0.059
H: 1.068 1.741 0.493  0.247
H: 1.017 -1.120 -1.605  0.468
H: 1.771 -1.821 -0.192  0.487
H: -0.976 -2.673 -1.309  0.164
H: 0.530 -3.553 -1.474  0.428
H: -0.179 -3.375 0.129  0.266
H: -2.471 0.431 2.240  0.236
H: -3.678 1.345 1.405  0.251
H: -4.878 -1.333 -1.368  0.540
H: -5.145 0.216 -0.583  0.376
H: -5.427 -0.810 1.481  0.351
H: -4.015 -1.848 1.257  0.436
H: -6.497 -2.438 -0.354  0.312
H: -6.566 -2.792 1.363  0.353
H: -4.290 -3.748 0.081  0.310
H: -2.651 -0.978 -2.672  0.348
H: -3.381 0.620 -2.458  0.448
H: -0.480 0.180 -2.268  0.289
H: -0.681 2.866 -1.333  0.137
N: 2.337 -6.021 2.783  0.026
C: 2.758 -4.826 2.275  -0.907
C: 1.824 -3.881 2.611  0.108
C: 0.801 -4.534 3.352  -0.637
C: 1.149 -5.856 3.440  -0.476
H: 2.827 -6.892 2.691  0.190
H: 3.680 -4.748 1.725  0.382
H: 1.873 -2.833 2.361  0.536
H: -0.082 -4.087 3.775  0.389
H: 0.657 -6.686 3.916  0.393
N: 6.402 1.063 -0.644  -0.011
C: 5.401 0.132 -0.605  -0.634
C: 4.879 0.029 -1.868  -0.153
C: 5.595 0.934 -2.699  -0.656
C: 6.527 1.554 -1.913  -0.417
H: 6.961 1.343 0.140  0.190
H: 5.153 -0.375 0.312  0.455
H: 4.075 -0.624 -2.169  0.460
H: 5.445 1.106 -3.751  0.391
H: 7.268 2.298 -2.150  0.383
N: -0.852 5.776 -1.820  0.092
C: 0.485 6.077 -1.860  -0.391
C: 0.664 7.260 -1.197  -0.486
C: -0.613 7.691 -0.741  -0.418
C: -1.528 6.755 -1.140  -0.460
H: -1.269 4.960 -2.225  0.180
H: 1.188 5.431 -2.356  0.377
H: 1.604 7.767 -1.058  0.403
H: -0.832 8.588 -0.188  0.393
H: -2.594 6.705 -1.003  0.367

Computed properties:
- Orbital gap: 6.6 eV
- Total charge: +1
- 2S+1: 1

Short version: electronic energy = -36494.3275 -94215.0165 -19266.6456 -11607.1562 -9932.5821 -54534.9928 eV, in the order given.
Short version: largest force on an atom = 1.1 0.3 2.4 1.5 4.7 2.2 eV Å⁻¹, in the order given.